(1)
# C2H9N5O

A structure of composition C2H9N5O in a non-equilibrium geometry (the ωB97M-V functional and the def2-TZVPD basis, the OMol25 dataset).

Last column: natural (NBO) charge in e.
Geometry (Å):
C  -2.602  -0.203  0.173  -0.453
C  0.806  -0.333  0.181  0.507
H  -3.429  0.332  -0.555  0.213
H  -2.763  0.759  1.061  0.203
H  -3.008  -1.318  0.590  0.218
H  -1.551  -0.577  -1.540  0.401
H  -0.771  1.058  -0.171  0.456
H  1.572  2.010  1.129  0.329
H  2.457  2.271  -0.297  0.365
H  1.603  -1.717  1.166  0.380
H  2.531  -2.082  -1.047  0.455
N  -1.327  -0.259  -0.552  -0.525
N  -0.343  -1.113  0.046  -0.442
N  0.562  0.930  -0.406  -0.495
N  1.390  2.025  0.048  -0.713
N  1.947  -0.854  0.741  -0.360
O  2.925  -0.931  -0.568  -0.539

## Properties
Lowest unoccupied orbital energy ... -0.04 eV
Orbital gap ... 8.18 eV
Relative energy (zero: lowest compared OMol25 entry of this formula, charge and spin) ... 11.722 eV
HOMO energy ... -8.22 eV

=====

(2)
# C20H28DyO14S5

A structure of composition C20H28DyO14S5 in a non-equilibrium geometry (the ωB97M-V functional and the def2-TZVPD basis, the OMol25 dataset).

Last column: Mulliken spin population.
Geometry (Å):
Dy  -0.248  0.686  0.396  4.920
O  3.422  -1.849  -0.457  0.000
S  2.771  -1.563  0.817  -0.001
O  2.547  -2.741  1.638  0.000
O  1.562  -0.719  0.706  0.033
C  3.895  -0.573  1.811  0.001
C  4.890  -1.304  2.475  0.000
C  5.878  -0.641  3.173  0.000
C  5.834  0.753  3.354  0.000
C  4.864  1.498  2.680  0.000
C  3.950  0.831  1.852  -0.001
S  2.899  1.944  0.888  0.000
O  1.526  1.809  1.420  0.009
O  3.446  3.256  1.084  0.000
O  2.961  1.387  -0.473  0.000
H  4.843  -2.407  2.359  0.000
H  6.705  -1.188  3.641  0.000
H  6.608  1.198  3.998  0.000
H  4.878  2.579  2.742  0.000
O  -2.564  1.549  -0.688  0.005
S  -2.874  2.493  0.415  0.005
O  -3.471  3.754  0.116  -0.002
O  -1.636  2.588  1.215  0.008
C  -4.016  1.708  1.608  0.000
C  -5.151  2.450  1.886  0.000
C  -5.928  2.088  2.968  0.000
C  -5.578  1.043  3.815  0.000
C  -4.454  0.283  3.524  0.000
C  -3.686  0.589  2.413  -0.001
S  -2.350  -0.537  2.210  0.001
O  -1.110  0.231  2.504  0.005
O  -2.608  -1.614  3.108  -0.001
O  -2.198  -0.840  0.768  0.003
H  -5.394  3.297  1.274  0.000
H  -6.832  2.617  3.253  0.000
H  -6.177  0.793  4.683  0.000
H  -4.165  -0.546  4.177  0.000
C  2.191  -4.659  -2.403  0.000
C  1.252  -3.897  -3.333  0.000
C  0.989  -2.422  -3.046  0.000
S  -0.018  -2.247  -1.578  0.001
O  -0.227  -0.758  -1.449  0.005
C  -1.645  -2.799  -1.990  0.000
C  -2.590  -1.755  -2.497  0.000
C  -2.163  -1.246  -3.831  0.000
H  2.174  -5.731  -2.650  0.000
H  1.891  -4.602  -1.350  0.000
H  3.199  -4.301  -2.529  0.000
H  0.348  -4.477  -3.477  0.000
H  1.680  -3.930  -4.332  0.000
H  0.568  -1.873  -3.886  0.000
H  1.923  -1.934  -2.692  0.000
H  -1.951  -3.259  -1.041  0.000
H  -1.543  -3.660  -2.674  0.000
H  -2.734  -0.947  -1.777  0.001
H  -3.562  -2.267  -2.582  0.000
H  -1.223  -0.712  -3.758  0.000
H  -2.912  -0.612  -4.258  0.000
H  -2.074  -2.136  -4.469  0.000
C  0.403  4.798  -0.907  0.000
C  0.013  3.556  -1.728  0.000
O  0.589  2.335  -1.168  0.010
H  -0.076  5.660  -1.391  0.000
H  1.505  4.945  -0.905  0.000
H  0.069  4.742  0.148  0.000
H  0.375  3.647  -2.752  0.000
H  -1.062  3.398  -1.786  0.000
H  1.571  2.243  -1.264  0.000

## Properties
Lowest unoccupied orbital energy (alpha / beta) ... 2.30 / 2.30 eV
<S²> ... 9.33
Orbital gap (alpha / beta) ... 9.03 / 9.03 eV
Relative energy (zero: lowest compared OMol25 entry of this formula, charge and spin) ... 0.000 eV
Multiplicity ... 6
Charge ... -1
HOMO energy (alpha / beta) ... -6.73 / -6.73 eV

=====

(3)
# C26H61AsF7N2O14S4

A structure of composition C26H61AsF7N2O14S4 in a non-equilibrium geometry (the ωB97M-V functional and the def2-TZVPD basis, the OMol25 dataset).

Last column: Mulliken charge in e.
Geometry (Å):
C  2.410  -38.032  -3.887  -0.467
C  0.922  -38.195  -4.130  0.301
C  0.125  -36.939  -4.359  -0.999
O  -1.227  -37.314  -4.593  -0.427
C  -2.073  -36.177  -4.615  -0.498
N  0.718  -39.139  -5.302  -0.116
H  1.453  -39.032  -6.009  0.366
H  0.826  -40.105  -4.979  0.402
H  -0.196  -39.133  -5.765  0.378
H  2.663  -37.360  -3.074  -0.160
H  2.976  -37.839  -4.802  0.279
H  2.685  -39.037  -3.554  0.117
H  0.535  -38.702  -3.245  0.064
H  0.588  -36.380  -5.180  0.628
H  0.132  -36.282  -3.486  0.456
H  -2.181  -35.823  -3.584  0.034
H  -3.069  -36.417  -4.978  0.295
H  -1.684  -35.364  -5.231  0.354
C  0.672  -39.762  0.473  -1.007
C  -0.558  -38.914  0.705  0.407
C  -1.340  -38.463  -0.521  -0.374
O  -2.386  -37.600  -0.194  -0.470
C  -2.064  -36.190  -0.228  -0.203
N  -1.388  -39.614  1.739  0.016
H  -0.881  -39.764  2.616  0.379
H  -2.242  -39.107  1.995  0.382
H  -1.683  -40.537  1.411  0.402
H  0.369  -40.775  0.177  0.750
H  1.328  -39.752  1.340  0.412
H  1.261  -39.418  -0.379  -0.781
H  -0.082  -38.008  1.097  -0.042
H  -1.775  -39.272  -1.120  0.451
H  -0.635  -38.006  -1.224  -0.034
H  -2.443  -35.776  -1.161  0.145
H  -0.976  -36.099  -0.273  -0.083
H  -2.469  -35.696  0.647  0.328
As  3.004  -36.562  0.236  2.043
F  4.563  -36.905  1.009  -0.586
F  3.373  -38.042  -0.681  -0.313
F  1.439  -36.371  -0.576  -0.474
F  2.904  -35.039  1.082  -0.363
F  3.806  -35.715  -1.036  -0.513
F  2.243  -37.424  1.548  -0.508
O  6.358  -40.919  1.325  -0.584
S  6.581  -41.882  0.278  1.167
O  6.895  -43.247  0.556  -0.606
O  5.277  -41.862  -0.723  -0.373
C  4.236  -40.935  -0.340  -0.065
C  3.204  -41.003  -1.447  -0.399
C  7.788  -41.110  -0.814  -0.665
H  4.621  -39.933  -0.159  0.213
H  3.818  -41.353  0.577  0.262
H  2.472  -40.194  -1.470  -0.421
H  2.581  -41.872  -1.207  0.438
H  3.625  -41.152  -2.440  0.380
H  8.736  -41.317  -0.307  0.435
H  7.835  -40.026  -0.878  -0.146
H  7.850  -41.571  -1.795  0.455
O  3.877  -36.422  -6.177  -0.630
S  5.303  -36.350  -6.059  1.112
O  6.079  -36.141  -7.234  -0.621
O  5.771  -35.272  -4.928  -0.377
C  4.911  -35.065  -3.799  0.888
C  4.001  -33.869  -4.026  -1.364
C  5.902  -37.834  -5.225  -0.506
H  5.559  -34.991  -2.927  0.240
H  4.327  -35.971  -3.593  -0.481
H  3.553  -33.589  -3.074  0.380
H  3.324  -33.987  -4.866  0.302
H  4.743  -33.101  -4.267  0.365
H  5.414  -37.851  -4.251  -0.069
H  6.986  -37.823  -5.182  0.328
H  5.535  -38.697  -5.781  0.393
O  2.639  -35.068  8.000  -0.629
S  2.669  -34.508  6.684  1.091
O  3.864  -34.571  5.894  -0.518
O  1.471  -35.148  5.776  -0.398
C  1.463  -34.792  4.384  0.297
C  0.021  -34.650  3.926  -1.132
C  2.053  -32.839  6.786  -0.867
H  1.877  -35.642  3.835  0.121
H  2.078  -33.940  4.096  0.118
H  0.024  -34.581  2.834  0.276
H  -0.370  -33.687  4.255  0.336
H  -0.547  -35.543  4.176  0.284
H  1.127  -33.145  7.285  0.363
H  1.874  -32.499  5.774  0.286
H  2.645  -32.250  7.475  0.380
O  10.048  -40.101  -2.498  -0.591
S  9.795  -38.694  -2.625  1.180
O  8.992  -38.219  -3.744  -0.550
O  9.216  -38.062  -1.226  -0.324
C  8.430  -36.858  -1.385  -0.739
C  7.008  -37.142  -0.934  -0.840
C  11.376  -37.849  -2.630  -0.969
H  8.463  -36.464  -2.397  0.490
H  8.832  -36.104  -0.705  0.369
H  6.465  -36.202  -0.881  0.449
H  6.892  -37.763  -0.047  0.479
H  6.587  -37.829  -1.682  0.012
H  11.823  -37.972  -3.615  0.377
H  11.984  -38.222  -1.813  0.340
H  11.189  -36.782  -2.513  0.321
F  6.049  -29.504  5.078  -0.311
C  5.521  -30.415  4.256  0.283
C  4.659  -30.028  3.238  -0.343
C  4.098  -30.967  2.377  -0.533
C  4.403  -32.306  2.536  -0.562
C  5.202  -32.716  3.607  -0.312
C  5.794  -31.772  4.430  -0.478
H  4.513  -28.964  3.090  0.397
H  3.528  -30.558  1.554  0.396
H  3.909  -33.055  1.929  0.608
H  5.420  -33.753  3.815  0.422
H  6.427  -32.043  5.266  0.399

## Properties
Lowest unoccupied orbital energy ... -3.35 eV
Orbital gap ... 6.88 eV
Charge ... +1
HOMO energy ... -10.23 eV